Entry 1:
A 3-piece molecular cluster, C18H39BrFNO5S overall in a non-equilibrium geometry, computed with ωB97M-V/def2-TZVPD.

SMILES: CC[C@@H](Br)[C@@]1(F)[C@H](CNC)C[C@H](C)OS1(=O)=O.CCOCC.CCOCC
Max |F|, eV Å⁻¹: 8.343
Energy above the lowest of the compared OMol25 structures with the same formula, charge and spin, kcal/mol: 140.2

```
! wB97M-V def2-TZVPD RIJCOSX def2/J DEFGRID3
* xyz 0 1
C -0.13076 0.82024 3.61435
C -0.65674 -0.72098 3.48102
C -1.04650 -1.22905 1.98595
Br -1.73601 -3.12581 2.19391
C -2.00141 -0.25995 1.09423
F -1.13183 0.88516 0.62605
C -2.37286 -1.07899 -0.30599
C -2.31352 -0.11023 -1.65354
N -3.44601 0.90803 -1.66588
C -2.94782 2.32900 -1.52841
C -3.84887 -1.77921 -0.30857
C -4.90527 -1.21615 0.80738
C -6.49029 -1.54196 0.38255
O -4.83712 0.24165 0.98821
S -3.45889 0.51313 1.95232
O -3.77668 0.00186 3.37189
O -3.24030 2.07549 2.00304
H 0.93221 0.98871 3.14101
H -0.89846 1.59200 3.15971
H -0.08716 1.06653 4.77777
H 0.24272 -1.41391 3.85375
H -1.50696 -0.88209 4.30213
H -0.02220 -1.34812 1.38428
H -1.54412 -1.91409 -0.49107
H -2.54271 -0.84557 -2.56601
H -1.25462 0.33797 -1.86840
H -3.89258 0.82252 -2.61639
H -3.48709 2.77588 -0.56142
H -1.78597 2.40986 -1.37152
H -3.25938 3.04562 -2.41521
H -3.67430 -2.93514 -0.06651
H -4.27054 -1.75749 -1.41918
H -4.72307 -1.84243 1.79299
H -6.92719 -2.30877 1.18605
H -7.09782 -0.55125 0.52758
H -6.58878 -2.03383 -0.67457
C 2.67851 4.57035 -3.52685
C 1.54020 4.26175 -2.57047
O 0.84054 3.06169 -2.88791
C 1.61053 1.85949 -2.88368
C 2.24708 1.55706 -1.53869
H 2.30533 4.64868 -4.55391
H 3.15929 5.51404 -3.25550
H 3.44342 3.79279 -3.51499
H 0.80780 5.07457 -2.62177
H 1.88996 4.23034 -1.53301
H 2.36079 1.89007 -3.67939
H 0.92263 1.04629 -3.14047
H 2.94607 2.33690 -1.23113
H 2.79928 0.61223 -1.58255
H 1.48034 1.47878 -0.76093
C 5.25620 -1.01556 -0.09691
C 4.11789 -1.32416 0.85947
O 3.41823 -2.52422 0.54202
C 4.18822 -3.72642 0.54625
C 4.82478 -4.02886 1.89124
H 4.88302 -0.93723 -1.12398
H 5.73698 -0.07187 0.17443
H 6.02111 -1.79312 -0.08506
H 3.38549 -0.51135 0.80816
H 4.46765 -1.35557 1.89692
H 4.93848 -3.69585 -0.24946
H 3.50032 -4.53962 0.28946
H 5.52376 -3.24901 2.19880
H 5.37697 -4.97369 1.84738
H 4.05803 -4.10714 2.66900
*
```

***

Entry 2:
A 7-piece molecular cluster, C18H39FO9 overall in a non-equilibrium geometry, computed with ωB97M-V/def2-TZVPD.

Total energy, a.u.: -1485.740153
Max |F|, eV Å⁻¹: 4.814
⟨S²⟩: 0.75

```
! wB97M-V def2-TZVPD RIJCOSX def2/J DEFGRID3
* xyz 1 2
C -3.48459 -1.91079 3.69481
C -1.97713 -2.14062 3.69694
O -1.37960 -0.90757 3.94714
C -2.25007 0.05406 4.07979
O -2.05171 1.22743 4.36610
O -3.51866 -0.50868 4.04115
F -1.72609 -2.68462 2.45751
H -3.93153 -2.59153 4.41934
H -4.03976 -1.97925 2.75929
H -1.71045 -2.92692 4.40314
C 5.46867 3.13753 1.62578
C 5.66913 3.11302 0.16811
C 4.38930 2.58527 -0.46762
O 3.42253 2.86272 0.53555
C 4.00190 2.60641 1.83839
H 5.74129 4.08346 2.09375
H 6.08433 2.51738 2.27731
H 6.66041 2.80010 -0.15982
H 5.72540 4.19715 0.07013
H 4.43289 1.51800 -0.68472
H 4.26334 3.10011 -1.42007
H 3.85327 1.54503 2.03709
H 3.53068 3.18915 2.62987
C 1.34950 -0.95955 -0.35957
C 0.41590 -0.35257 0.67523
C -0.73246 0.22187 -0.21060
O -0.31214 0.26244 -1.53511
C 0.56804 -0.81186 -1.66519
H 1.58611 -2.01258 -0.20708
H 2.34605 -0.54230 -0.50415
H 0.93060 0.40201 1.27004
H 0.09899 -1.13499 1.36479
H -0.83847 1.27644 0.04383
H -1.70569 -0.25531 -0.09553
H 1.11410 -0.74753 -2.60635
H -0.09670 -1.66226 -1.81701
C -3.85391 -1.50771 -1.71081
C -4.03501 -1.80417 -0.24134
C -4.62732 -3.18342 -0.24252
O -3.87474 -3.82561 -1.27436
C -3.43570 -2.91604 -2.23223
H -3.14841 -0.75057 -2.05302
H -4.79511 -1.16333 -2.13935
H -4.52755 -1.06707 0.39284
H -3.08498 -1.90307 0.28379
H -5.69538 -3.17491 -0.45993
H -4.41209 -3.73185 0.67454
H -3.97976 -3.18539 -3.13752
H -2.36999 -2.80272 -2.43102
C 1.44815 3.22887 -2.71217
O 0.62483 2.28737 -3.53332
H 2.50946 3.17835 -2.95543
H 1.08509 4.23970 -2.89796
H 1.29612 3.04350 -1.64886
H 0.57824 1.53996 -2.93265
C 2.31121 -4.66473 -1.24421
O 1.21921 -4.51397 -2.09774
H 3.24350 -4.21480 -1.58552
H 2.16520 -4.28721 -0.23215
H 2.52622 -5.73193 -1.18972
H 0.63557 -5.26009 -1.94189
C -1.70508 3.94258 -0.60306
O -1.39457 5.26217 -0.93507
H -2.78322 3.78309 -0.61935
H -1.16820 3.32792 -1.32559
H -1.37550 3.56273 0.36400
H -1.27377 5.72155 -0.10082
*
```

***

Entry 3:
C18H39MoNOP2Si as an isolated structure in a non-equilibrium geometry, computed with ωB97M-V/def2-TZVPD.

Total energy, a.u.: -1879.035466
Max |F|, eV Å⁻¹: 4.985

```
! wB97M-V def2-TZVPD RIJCOSX def2/J DEFGRID3
* xyz 2 1
Mo 0.09981 -0.48400 -0.15275
P -2.03858 -0.04129 1.46554
P 2.10246 0.11830 -1.38841
N -1.01965 -0.99311 -1.42102
H -0.25376 -0.88552 1.42317
C -2.71791 1.60820 1.18809
H -3.46895 1.75914 1.97223
H -3.16643 1.60314 0.18509
H -1.92256 2.36638 1.24704
C -1.87508 -0.32542 3.24661
H -2.85658 -0.17706 3.71013
H -1.14304 0.37273 3.67400
H -1.52513 -1.34988 3.43406
C -3.25574 -1.28463 0.93233
H -4.10708 -1.25022 1.62084
H -2.85396 -2.30655 0.94275
H -3.63393 -1.06635 -0.07101
C 2.16283 1.70480 -2.28865
H 3.07689 1.71857 -2.91030
H 2.14986 2.52989 -1.55726
H 1.27542 1.74770 -2.94161
C 3.75000 -0.09795 -0.63676
H 4.55002 0.05313 -1.37468
H 3.85613 -1.11352 -0.23770
H 3.88768 0.60509 0.18864
C 2.17817 -1.07550 -2.76520
H 3.06728 -0.93223 -3.38705
H 1.31407 -0.96648 -3.42065
H 2.19990 -2.10845 -2.41654
C -1.70109 -1.52287 -2.44981
C -3.15632 -1.25090 -4.36920
C -2.43810 -0.66795 -3.33642
C -1.65886 -2.92538 -2.68828
C -2.40263 -3.43613 -3.74708
C -3.16343 -2.62935 -4.57654
H -3.73848 -0.63814 -5.04558
H -2.42689 0.43340 -3.19081
H -1.05013 -3.57641 -2.04008
H -2.39788 -4.49400 -3.93624
H -3.75175 -3.06419 -5.38723
C 2.02953 2.91183 2.05680
O 2.62578 2.80537 0.93615
C 0.68835 3.64991 2.20408
H 0.76671 4.50334 2.86509
H -0.12623 3.07136 2.58369
H 0.45754 4.19358 1.29356
C 2.47729 1.97637 3.20303
H 3.53200 2.04129 3.50235
H 2.33337 1.05019 2.71270
H 1.90043 1.99520 4.14938
C -0.50148 -3.70420 1.56317
Si 0.88811 -2.47497 1.04465
C 1.89958 -2.03524 2.61443
C 1.97090 -3.60860 -0.07556
H -1.14742 -3.32343 2.37137
H -0.07415 -4.67853 1.86187
H -1.12076 -3.91059 0.67639
H 2.78070 -1.42402 2.35442
H 1.30577 -1.43378 3.31977
H 2.26675 -2.89086 3.20112
H 2.17250 -4.57701 0.41968
H 1.38782 -3.83487 -0.98006
H 2.91643 -3.13778 -0.38895
*
```

***

Which value of max |F| does entry 1 give? 8.343 eV Å⁻¹

***

Among the records above, which one has the highest max |F|? C18H39BrFNO5S

***

Look up the max |F| of the first one. 8.343 eV Å⁻¹